This record from the OMol25 dataset describes 8 unconnected molecules or ions with the total composition C40H92N4O8S4 in a non-equilibrium geometry. The level of theory is the ωB97M-V functional and the def2-TZVPD basis.

Geometry as ORCA input:
```
! wB97M-V def2-TZVPD RIJCOSX def2/J DEFGRID3
* xyz 0 1
O -1.038 -23.292 28.223
S -1.261 -24.704 28.117
O -2.461 -25.203 27.506
C 0.182 -25.464 27.430
C 1.143 -25.612 28.605
C 0.279 -26.131 29.744
C -1.084 -25.458 29.742
H 0.533 -24.913 26.560
H -0.102 -26.459 27.076
H 1.922 -26.317 28.315
H 1.624 -24.662 28.848
H 0.759 -26.088 30.722
H 0.075 -27.188 29.566
H -1.300 -24.648 30.442
H -1.882 -26.190 29.864
O -0.514 -30.511 29.154
S -1.627 -29.745 29.634
O -1.483 -28.915 30.805
C -2.255 -28.763 28.277
C -3.739 -28.723 28.486
C -4.104 -30.203 28.697
C -3.146 -30.716 29.767
H -2.017 -29.351 27.385
H -1.660 -27.856 28.199
H -3.983 -28.166 29.395
H -4.258 -28.251 27.655
H -3.943 -30.764 27.777
H -5.126 -30.274 29.064
H -2.923 -31.780 29.721
H -3.517 -30.532 30.777
O -2.860 -25.718 35.139
S -3.333 -25.628 33.782
O -2.954 -24.499 32.967
C -2.972 -27.165 32.941
C -4.280 -27.533 32.255
C -5.387 -27.246 33.272
C -5.128 -25.805 33.706
H -2.820 -27.865 33.767
H -2.081 -27.150 32.324
H -4.415 -26.966 31.330
H -4.254 -28.584 31.961
H -5.296 -27.925 34.119
H -6.366 -27.314 32.802
H -5.530 -25.469 34.658
H -5.416 -25.120 32.908
O -1.132 -26.666 24.731
S -1.958 -27.768 24.320
O -1.612 -29.088 24.779
C -3.658 -27.380 24.727
C -4.331 -26.952 23.417
C -3.639 -27.718 22.286
C -2.143 -27.699 22.534
H -3.640 -26.617 25.503
H -4.157 -28.283 25.080
H -5.387 -27.215 23.409
H -4.242 -25.874 23.281
H -3.896 -27.354 21.290
H -3.989 -28.758 22.243
H -1.757 -26.705 22.294
H -1.518 -28.460 22.078
C 0.129 -20.753 34.100
C 0.457 -21.782 33.021
N 1.123 -22.979 33.517
C 0.307 -23.738 34.471
C 1.062 -24.122 35.740
C 1.504 -23.864 32.419
C 2.412 -23.210 31.398
H 0.918 -20.010 34.223
H -0.081 -21.197 35.069
H -0.753 -20.188 33.788
H -0.463 -22.024 32.459
H 1.126 -21.274 32.327
H -0.545 -23.115 34.750
H -0.190 -24.619 34.045
H 0.382 -24.279 36.577
H 1.639 -25.035 35.583
H 1.735 -23.309 36.012
H 0.620 -24.282 31.905
H 2.029 -24.715 32.868
H 3.225 -22.666 31.890
H 1.858 -22.501 30.780
H 2.888 -23.927 30.732
C 4.627 -23.253 28.732
C 5.877 -23.793 29.466
N 7.101 -23.433 28.788
C 7.411 -22.023 28.930
C 8.599 -21.591 28.093
C 8.221 -24.339 29.035
C 8.858 -24.227 30.415
H 4.246 -22.336 29.179
H 3.825 -23.986 28.805
H 4.950 -23.104 27.703
H 5.850 -23.423 30.510
H 5.825 -24.882 29.526
H 6.534 -21.434 28.649
H 7.590 -21.772 29.995
H 8.634 -20.506 27.994
H 9.544 -21.876 28.563
H 8.557 -22.051 27.105
H 8.929 -24.183 28.220
H 7.810 -25.343 28.906
H 8.042 -24.279 31.151
H 9.340 -23.269 30.586
H 9.443 -25.118 30.639
C 2.736 -26.933 24.614
C 2.616 -25.753 23.662
N 3.678 -24.758 23.764
C 3.670 -24.057 25.036
C 2.590 -23.002 25.142
C 4.987 -25.297 23.451
C 5.126 -25.792 22.016
H 3.551 -27.608 24.336
H 1.844 -27.566 24.605
H 2.880 -26.636 25.654
H 2.548 -26.115 22.634
H 1.664 -25.239 23.823
H 3.635 -24.740 25.908
H 4.649 -23.593 25.190
H 2.698 -22.269 24.346
H 1.594 -23.444 25.177
H 2.694 -22.470 26.093
H 5.325 -26.086 24.145
H 5.722 -24.495 23.572
H 4.504 -26.667 21.810
H 6.155 -26.122 21.859
H 4.865 -25.025 21.289
C 2.870 -27.871 34.164
C 2.537 -27.940 32.679
N 3.708 -28.026 31.820
C 3.426 -28.015 30.395
C 2.395 -29.038 29.976
C 4.843 -27.214 32.181
C 4.629 -25.704 32.204
H 3.620 -28.617 34.420
H 1.964 -28.048 34.744
H 3.230 -26.889 34.480
H 1.961 -28.862 32.544
H 1.833 -27.139 32.379
H 4.361 -28.174 29.851
H 3.085 -27.005 30.091
H 1.380 -28.737 30.253
H 2.509 -29.998 30.483
H 2.321 -29.204 28.901
H 5.291 -27.543 33.126
H 5.652 -27.424 31.471
H 3.954 -25.379 32.994
H 5.589 -25.193 32.314
H 4.233 -25.364 31.241
*
```

**Energy relative to the best compared isomer or geometry (same formula, charge and spin)**: 0.0 kcal per mole
**Orbital gap**: 0.2947 Eh
**LUMO energy**: 0.006 hartree
**SMILES string**: O=S1(=O)CCCC1.O=S1(=O)CCCC1.O=S1(=O)CCCC1.O=S1(=O)CCCC1.CCN(CC)CC.CCN(CC)CC.CCN(CC)CC.CCN(CC)CC
**Electronic energy**: -3992.86483 Eh

Löwdin atomic charge list, values in e, 4 entries: O -0.297; S 0.653; O -0.331; C -0.230